No. 1
This record from the Open Molecules 2025 dataset describes a cluster of 2 separate species, C8H7N3O in total at a distorted geometry. The level of theory is wB97M-V/def2-TZVPD.

Geometry as ORCA input:
```
! RIJCOSX wB97M-V def2-TZVPD def2/J DEFGRID3
* xyz 0 3
O -1.3517 2.7701 0.3477
N -1.7383 0.5131 0.1409
N 1.5224 -0.5508 0.3690
N -1.0913 -0.6750 -0.1015
C 2.8821 -0.8297 0.2032
C -2.0498 -1.5559 -0.2282
C 1.4426 0.7581 -0.0871
C 2.5843 1.3087 -0.3637
C -0.9844 1.6971 0.1114
C -3.0953 0.3650 0.0667
C -3.3659 -0.9545 -0.1924
C 3.5742 0.2358 -0.2325
H 2.6596 2.2512 -0.7272
H -1.8001 -2.5541 -0.2373
H -4.3578 -1.4756 -0.1191
H 3.3805 -1.6119 0.7230
H -3.6458 1.2790 0.4693
H 0.8960 -1.3317 0.4624
H 4.5389 0.3612 -0.6047
*
```

Output
HOMO (alpha / beta)	-7.67 / -8.13	eV
electronic energy	-548.30577	hartree
<S²>	2.0117
frontier orbital gap (alpha / beta)	8.0 / 6.4	eV

Want to see where the charge sits? The natural (NBO) charges in e are: -0.46 -0.31 -0.62 -0.26 -0.08 -0.01 0.32 -0.43 0.69 -0.02 -0.33 -0.29 0.22 0.21 0.25 0.20 0.25 0.44 0.22



No. 2
This record from the Open Molecules 2025 dataset describes a structure of composition C20H25BClIrN7O2. The level of theory is wB97M-V/def2-TZVPD.

Geometry as ORCA input:
```
! RIJCOSX wB97M-V def2-TZVPD def2/J DEFGRID3
* xyz 1 1
Ir 0.5009 0.0044 0.8282
Cl 2.0829 1.6620 1.4956
O -0.6094 1.6791 0.3048
O -0.4846 3.7071 -0.5673
N -0.7341 -0.9541 3.4422
N -1.2089 -2.3215 1.3818
N 1.0236 -2.4047 2.4240
N -1.5700 1.9984 -2.4218
N -0.7681 -1.5406 0.3629
N 1.6253 -1.5477 1.5662
N -0.3467 0.1542 2.7942
C 3.1185 -0.0184 -2.6506
C -1.1143 0.5736 -2.2292
C -0.6740 1.1924 3.5580
C 1.1895 0.0922 -1.1284
C 0.3852 0.3418 -2.2716
C -3.0257 2.0916 -2.1349
C 2.9217 -1.8557 1.5486
C -1.3008 -0.6283 4.6125
C 2.5607 -0.0415 -1.3826
C 1.9356 -3.2478 2.9247
C 2.3019 0.1256 -3.7577
C -1.1467 -2.1291 -0.7717
C 3.1688 -2.9325 2.3947
C -0.0308 2.8093 0.1402
C -1.2865 0.7475 4.7297
C 0.9466 0.2992 -3.5534
C -1.8830 -3.3648 0.8780
C 1.2811 3.1304 0.8400
C -1.8855 -3.2755 -0.4963
C -1.2646 2.5702 -3.7540
B -0.4884 -2.2938 2.7539
H -3.2008 1.7412 -1.1211
H 3.6177 -1.3092 0.9402
H -1.6617 1.3405 5.5442
H 1.1010 3.8019 1.6761
H 3.2388 -0.1658 -0.5506
H -0.8433 -3.2099 3.4312
H -3.5705 1.4772 -2.8492
H 4.1882 -0.1347 -2.7710
H -0.8432 -1.7423 -1.7256
H -1.6752 -1.3918 5.2732
H -0.1897 2.5922 -3.9014
H -1.1196 2.6191 -1.7135
H -2.3363 -3.9497 -1.2019
H 1.9695 3.5885 0.1384
H 4.1108 -3.4153 2.5813
H -2.2948 -4.1087 1.5386
H -0.4693 2.1996 3.2349
H 2.7084 0.1018 -4.7596
H -1.7432 1.9636 -4.5213
H -1.5398 0.2809 -1.2776
H -1.6119 0.0108 -3.0237
H 0.2978 0.3890 -4.4174
H 1.6392 -4.0151 3.6197
H -3.3361 3.1294 -2.2215
H -1.6562 3.5840 -3.7829
*
```

Output
HOMO	-11.37	eV
electronic energy	-1900.20476	hartree
frontier orbital gap	9.6	eV

Want to see where the charge sits? The natural (NBO) charges in e are: 0.95 0.15 -0.71 -0.66 -0.31 -0.31 -0.30 -0.39 -0.25 -0.26 -0.33 -0.20 -0.24 -0.01 -0.21 -0.15 -0.41 -0.01 0.01 -0.18 0.02 -0.22 -0.01 -0.33 0.79 -0.34 -0.20 0.03 -0.48 -0.33 -0.42 0.53 0.24 0.22 0.25 0.26 0.18 -0.01 0.22 0.22 0.23 0.24 0.24 0.48 0.25 0.27 0.25 0.24 0.21 0.23 0.22 0.25 0.21 0.20 0.24 0.23 0.23